1.
Here is C9H14Cl3N6O10V as an isolated structure at a distorted geometry from OMol25. Energies are from ωB97M-V/def2-TZVPD.

Structure (ORCA input):
```
! wB97M-V def2-TZVPD RIJCOSX def2/J DEFGRID3
* xyz 1 2
V 0.38 -0.92 -0.89
O -0.49 2.11 2.15
C -1.48 1.90 1.28
O -1.44 2.23 0.13
C -2.68 1.22 1.93
O -2.83 -0.11 1.48
C -2.11 -1.07 2.23
C -0.64 -1.20 1.89
O 0.11 -1.84 2.58
O -0.27 -0.57 0.77
H 0.25 2.50 1.66
H -3.57 1.77 1.60
H -2.62 1.25 3.02
H -2.56 -2.04 2.04
H -2.17 -0.87 3.31
N -0.43 1.58 -2.78
N -1.83 1.49 -2.69
C -2.39 0.47 -2.07
N -3.70 0.44 -1.88
N -1.54 -0.52 -1.68
N -2.06 -1.68 -1.22
O -1.12 -2.44 -0.83
O -3.20 -1.99 -1.17
H -0.06 1.94 -1.90
H -0.20 2.21 -3.54
H -2.39 2.33 -2.83
H -4.27 1.23 -2.13
H -4.12 -0.36 -1.42
Cl 4.05 -4.80 0.61
C 3.06 -3.76 1.65
Cl 1.81 -4.67 2.46
Cl 4.06 -2.86 2.78
C 2.41 -2.76 0.76
N 1.92 -2.00 0.07
O 2.87 0.45 -2.49
C 2.58 0.90 -1.42
O 1.45 0.68 -0.74
H 3.27 1.57 -0.88
C 1.35 -2.16 -3.52
O 0.92 -1.52 -2.32
H 1.55 -3.21 -3.30
H 2.24 -1.64 -3.85
H 0.55 -2.07 -4.25
*
```

## Properties
- ΔE to the lowest compared entry with this formula, charge and spin (kcal per mole) = 0.3
- E (a.u.) = -3756.60993
- max |F| (eV/A) = 1.65

=====

2.
Here is C9H14ClIO4SZn as an isolated structure at a distorted geometry from OMol25. Energies are from ωB97M-V/def2-TZVPD.

Structure (ORCA input):
```
! wB97M-V def2-TZVPD RIJCOSX def2/J DEFGRID3
* xyz 2 1
C 1.79 2.59 0.46
C 0.82 2.56 -0.78
C 0.84 1.06 -1.32
I 0.38 1.21 -3.44
C -0.20 0.26 -0.47
C -1.60 0.16 -1.19
C -2.69 -0.47 -0.21
S -2.01 -1.28 1.28
O -2.70 -2.50 1.50
O -2.37 -0.38 2.46
O -0.42 -1.40 1.30
C 0.17 -1.20 -0.05
C 1.67 -1.56 0.02
C 2.02 -2.99 0.50
O 3.13 -3.34 0.38
Cl 0.87 -4.15 1.21
H 1.38 1.90 1.23
H 1.96 3.62 0.85
H 2.79 2.21 0.15
H 1.25 3.23 -1.56
H -0.21 2.91 -0.54
H 1.89 0.74 -1.25
H -0.40 0.85 0.46
H -1.96 1.14 -1.57
H -1.48 -0.60 -2.01
H -3.25 -1.25 -0.78
H -3.43 0.31 0.08
H -0.34 -1.90 -0.76
H 2.07 -1.48 -1.02
H 2.20 -0.76 0.58
Zn -2.15 0.49 4.48
*
```

## Properties
- E (a.u.) = -3586.84366
- max |F| (eV/A) = 2.62

=====

3.
Here is a 2-piece molecular cluster, C9H14FNO3 overall at a distorted geometry from OMol25. Energies are from ωB97M-V/def2-TZVPD.

Structure (ORCA input):
```
! wB97M-V def2-TZVPD RIJCOSX def2/J DEFGRID3
* xyz 0 1
C 2.17 1.20 -0.83
C 0.43 1.93 0.71
C -2.30 0.05 -0.35
C 0.05 -2.93 -1.47
C 0.72 1.79 3.13
C -1.19 -0.93 0.25
C 0.74 -1.59 -1.57
C 0.70 1.19 -0.62
C 0.20 -0.79 -0.38
N 3.30 1.18 -1.01
O -0.28 2.92 0.59
O 0.08 1.83 -1.69
O 0.98 1.35 1.79
F 1.19 -1.06 0.56
H -2.07 0.43 -1.32
H -2.49 0.79 0.47
H -3.26 -0.40 -0.42
H 0.61 -3.66 -2.10
H 0.00 -3.22 -0.41
H -0.95 -2.73 -1.82
H 0.53 2.84 3.09
H 1.66 1.47 3.71
H -0.18 1.31 3.42
H -1.56 -2.03 0.09
H -0.93 -0.61 1.21
H 1.87 -1.56 -1.27
H 0.64 -1.14 -2.46
H -0.66 2.37 -1.31
*
```

## Properties
- ΔE to the lowest compared entry with this formula, charge and spin (kcal per mole) = 64.6
- E (a.u.) = -731.56216
- max |F| (eV/A) = 4.65

=====

4.
Here is C9H14INSi as an isolated structure at a distorted geometry from OMol25. Energies are from ωB97M-V/def2-TZVPD.

Structure (ORCA input):
```
! wB97M-V def2-TZVPD RIJCOSX def2/J DEFGRID3
* xyz 0 1
C 0.96 -1.26 1.06
C 0.93 -1.73 -0.20
C -1.41 -0.95 -0.48
C 0.01 -0.23 1.60
C -1.33 -0.21 0.76
C -0.34 -1.66 -0.98
C -0.41 1.01 0.90
C -0.40 -2.20 -2.41
C -0.88 1.95 1.93
N 2.13 1.68 -0.26
Si 0.41 1.82 -0.56
I 3.33 1.75 -1.98
H 1.79 -1.49 1.74
H 1.49 -2.58 -0.57
H -2.33 -0.96 -1.08
H -0.07 -0.07 2.75
H -2.18 -0.28 1.39
H -1.32 -1.83 -2.69
H -0.49 -3.30 -2.46
H 0.43 -1.78 -2.99
H -1.52 2.82 1.50
H 0.02 2.42 2.28
H -1.52 1.69 2.75
H 2.46 0.87 0.44
H 0.10 1.13 -1.95
H 0.17 3.37 -0.50
*
```

## Properties
- ΔE to the lowest compared entry with this formula, charge and spin (kcal per mole) = 37.1
- E (a.u.) = -993.16974
- max |F| (eV/A) = 4.33

=====

5.
Here is an isolated ion of composition C9H14N and charge +1 at a distorted geometry from OMol25. Energies are from ωB97M-V/def2-TZVPD.

Structure (ORCA input):
```
! wB97M-V def2-TZVPD RIJCOSX def2/J DEFGRID3
* xyz 1 1
C 1.31 0.90 -1.95
C 0.88 0.22 -0.67
C 1.04 -1.18 -0.75
C -0.19 0.94 0.34
C 1.91 -1.84 -1.71
C 0.28 -2.12 0.05
C 0.43 2.01 1.24
C -2.62 1.40 0.85
C -1.51 0.81 0.09
N 2.07 1.08 -1.01
H 0.83 0.95 -2.91
H 1.99 -1.41 -2.67
H 1.78 -2.94 -1.85
H 2.93 -1.71 -1.28
H 0.71 -3.12 0.05
H 0.28 -1.73 1.03
H -0.81 -2.16 -0.07
H 1.14 1.47 1.86
H -0.11 2.50 2.01
H 0.86 2.87 0.62
H -3.01 0.76 1.69
H -2.42 2.38 1.23
H -3.49 1.74 0.19
H -1.91 -0.03 -0.56
*
```

## Properties
- ΔE to the lowest compared entry with this formula, charge and spin (kcal per mole) = 115.8
- E (a.u.) = -405.66830
- max |F| (eV/A) = 3.86